Entry 1:
{"formula": "CH2O2", "method": "wB97M-V/def2-TZVPD", "symbols": ["C", "O", "O", "H", "H"], "coordinates": [[0.353384, -0.211022, 0.084872], [1.680121, -0.396092, 0.481410], [0.890387, -1.580251, 0.394825], [-0.431717, 0.143579, 0.837398], [0.002986, 0.187888, -0.938010]], "atomic_forces_ev_per_a": [[-0.6882, -1.1624, 1.0208], [-0.3021, 1.8251, -0.3055], [-2.0875, 1.3028, -1.2877], [1.5994, -0.6011, -0.5114], [1.4783, -1.3644, 1.0839]], "de_lowest_kj_mol": 438.42, "max_force_ha_per_bohr": 0.054, "total_energy_ev": -5159.8703, "orbital_gap_ev": 11.26, "charge": 0, "smiles": "C1OO1", "homo_energy_ev": -10.30}


Entry 2:
{"formula": "C4H9Cl2CrF2N2O4S", "method": "wB97M-V/def2-TZVPD", "symbols": ["Cr", "O", "Cl", "O", "O", "O", "C", "N", "C", "S", "N", "C", "H", "H", "H", "H", "H", "H", "H", "H", "F", "C", "F", "H", "Cl"], "coordinates": [[1.342358, -1.544917, -0.035950], [4.639460, -3.373452, -0.786818], [3.359340, -2.863398, -0.530917], [3.178219, -2.431574, 0.857916], [3.070488, -1.624110, -1.290323], [2.283262, -3.760479, -0.845392], [-2.761524, 0.491096, 0.968667], [-1.904546, -0.203433, 0.009409], [-1.072166, 0.294096, -0.877403], [0.034212, -0.815913, -1.672727], [-0.996219, 1.559369, -1.273994], [-1.594090, 2.754828, -0.678427], [-3.171318, -0.263846, 1.633997], [-3.590259, 0.991756, 0.475794], [-2.192467, 1.195982, 1.569949], [-1.691818, -1.166318, 0.252271], [-0.243174, 1.717993, -1.923571], [-2.676565, 2.681902, -0.643497], [-1.338433, 3.598889, -1.313013], [-1.196727, 2.938539, 0.317993], [0.463878, 0.876352, 1.326156], [1.611072, 0.199677, 0.939854], [2.302979, 1.091692, 0.150473], [2.188873, 0.040746, 1.851785], [-0.044836, -2.385477, 1.517769]], "atomic_forces_ev_per_a": [[-0.1154, 0.1106, 0.1848], [0.0898, -0.0169, -0.0499], [0.1820, -0.1078, -0.0234], [0.0135, 0.1649, 0.4459], [-0.2725, 0.1927, -0.0639], [-0.0530, -0.4076, -0.1049], [0.0327, -0.0187, -0.0099], [-0.1269, 0.0210, 0.1863], [0.1579, 0.0656, -0.1608], [-0.1819, 0.1210, -0.1390], [-0.1294, 0.0326, 0.1778], [0.0050, -0.0749, -0.0370], [0.0208, -0.0131, -0.0221], [-0.0120, 0.0045, -0.0253], [0.0203, 0.0068, -0.0044], [0.0281, 0.0433, -0.0380], [0.0315, -0.0059, -0.0054], [-0.0044, -0.0093, -0.0071], [0.0170, -0.0273, -0.0164], [0.0156, -0.0127, 0.0048], [-0.0443, -0.0790, -0.0692], [0.0586, 0.0059, 0.0261], [-0.0064, -0.0936, -0.0313], [0.1032, 0.0217, 0.0712], [0.1704, 0.0763, -0.2888]], "de_lowest_kj_mol": 34.05, "max_force_ha_per_bohr": 0.009, "multiplicity": 2, "total_energy_ev": -85192.8800, "orbital_gap_ev": [8.52, 8.60], "charge": 0, "homo_energy_ev": [-9.62, -9.11]}


Entry 3:
{"formula": "C2H3N6", "method": "wB97M-V/def2-TZVPD", "symbols": ["H", "N", "N", "N", "C", "N", "C", "N", "N", "H", "H"], "coordinates": [[3.355640, -1.138915, -1.030722], [2.770528, -1.151813, -0.202732], [2.023855, -0.299788, -0.001669], [1.424661, 0.533551, 0.572721], [0.244308, 1.210992, 0.580591], [-0.967932, 0.862520, 0.320225], [-1.501426, -0.287758, -0.178056], [-2.764097, -0.330048, -0.452412], [-3.855934, -0.424900, -0.537068], [0.213854, 2.250525, 1.092403], [-0.943456, -1.224368, -0.163280]], "atomic_forces_ev_per_a": [[0.1126, 0.1643, -0.5305], [1.6591, -2.9885, 0.0256], [-2.3493, 3.5928, 1.0468], [1.2296, -1.0980, -0.6561], [-2.3666, 2.8965, 1.7520], [-1.2232, -1.4150, -1.6709], [4.7417, 0.7562, 1.3094], [-1.1375, 0.0770, 0.8370], [-1.3209, 0.0077, -0.7187], [1.1765, -1.9859, -0.9390], [-0.5221, -0.0070, -0.4556]], "de_lowest_kj_mol": 208.58, "max_force_ha_per_bohr": 0.097, "total_energy_ev": -11049.5677, "orbital_gap_ev": [6.81, 6.82], "charge": 1, "smiles": "[H]/N=N/N=C\\N=C\\[N+]#N", "homo_energy_ev": [-13.05, -13.05]}